Record 1
# C23H18N4O9S2Tc

C23H18N4O9S2Tc as an isolated structure (ωB97M-V with the def2-TZVPD basis set, the Open Molecules 2025 dataset).

Cartesian coordinates (Å):
Tc: 0.6235 0.3410 -1.7575
S: -0.5036 0.7860 2.7491
S: 1.1656 0.9878 0.2890
O: -2.6846 7.2464 -1.2010
O: -0.9871 1.2966 -1.8122
O: 1.3804 -1.0596 -2.7572
O: -3.0133 1.3205 -0.1255
O: -0.8024 7.5200 -2.2196
O: -4.4395 2.8626 -0.6041
O: 1.7005 3.7166 -3.8476
O: 1.3674 1.7184 -2.9546
O: 3.5624 0.4529 -1.4789
N: -0.7519 -0.8404 0.6654
N: -0.2697 -1.2106 -0.6103
N: -1.6761 6.8321 -1.7348
N: -3.3257 2.3789 -0.6255
C: -0.4426 -2.4614 -0.9061
C: -0.4540 -4.2306 -2.6466
C: -2.2679 3.1982 -1.2599
C: -1.4898 5.3685 -1.7864
C: -0.3540 4.8530 -2.3733
C: 2.2042 -1.7168 6.6090
C: 1.0612 2.9830 -3.1305
C: -1.1148 2.6218 -1.8279
C: -0.7882 -0.7500 3.6863
C: 2.5873 -1.2786 5.3488
C: -2.4693 4.5616 -1.2402
C: -0.0275 -4.7766 -3.8345
C: -0.1001 -1.4881 5.9728
C: -1.0788 -3.4129 0.0647
C: 1.6289 -0.9457 4.4057
C: 0.8971 -2.2814 -3.0307
C: 0.8578 -1.8213 6.9196
C: 0.0006 -2.9732 -2.2034
C: 1.3527 -2.8493 -4.2265
C: -0.1619 3.4785 -2.4064
C: 0.2756 -1.0519 4.7080
C: -0.1229 0.1590 1.1446
C: 0.8966 -4.0850 -4.6199
H: -0.4065 -5.7368 -4.1546
H: 0.3819 5.4982 -2.8306
H: -0.7192 -4.4246 -0.0949
H: 2.0556 -2.2819 -4.8191
H: 0.5497 -2.1566 7.9007
H: 1.9334 -0.5909 3.4284
H: -0.8812 -3.1169 1.0880
H: 3.5953 0.9086 -2.3310
H: 2.9534 -1.9680 7.3476
H: -3.3630 4.9778 -0.8014
H: -2.1625 -3.3962 -0.0702
H: -1.7616 -0.6613 4.1664
H: -1.1518 -1.5658 6.2208
H: -1.1740 -4.7746 -2.0534
H: -0.8692 -1.5459 2.9478
H: 3.6367 -1.1906 5.1011
H: 3.8966 1.0927 -0.8408
H: 1.2502 -4.5175 -5.5465

Atomic forces in eV per Å
Tc 0.1 -0.3 0.5
S 0.2 0.0 -0.2
S 0.2 0.1 0.0
O 0.0 0.0 0.0
O -0.5 0.0 -0.4
O 0.0 -0.2 0.0
O 0.0 0.0 0.0
O -0.1 0.0 0.0
O -0.1 -0.1 -0.1
O -0.1 0.1 0.1
O 0.2 0.3 -0.1
O 0.1 0.0 -0.1
N 0.5 -0.2 -0.3
N -0.3 0.1 0.2
N 0.1 -0.1 0.0
N 0.2 0.2 0.1
C 0.1 0.0 -0.2
C 0.0 0.0 -0.1
C -0.1 0.0 0.0
C -0.1 0.2 0.1
C -0.1 -0.1 0.0
C 0.0 0.0 0.0
C 0.1 -0.2 -0.1
C 0.0 0.1 0.0
C -0.2 -0.1 0.0
C 0.0 0.0 0.0
C 0.2 -0.1 -0.1
C 0.0 0.0 0.1
C 0.0 0.0 0.0
C 0.0 0.0 0.0
C 0.0 0.0 0.0
C 0.1 0.3 -0.2
C 0.0 0.0 0.0
C -0.1 -0.1 0.1
C -0.1 -0.1 0.1
C -0.1 0.1 0.0
C 0.0 0.0 0.0
C -0.4 0.0 0.5
C 0.0 0.0 0.0
H 0.0 0.0 0.0
H 0.0 0.0 0.0
H 0.0 0.0 0.0
H 0.0 0.0 0.0
H 0.0 0.0 0.0
H 0.0 0.0 0.0
H 0.0 0.0 0.0
H -0.1 0.0 0.0
H 0.0 0.0 0.0
H 0.0 0.0 0.0
H 0.0 0.0 0.0
H 0.0 0.0 0.0
H 0.0 0.0 0.0
H 0.0 0.0 0.0
H 0.0 0.0 0.0
H 0.0 0.0 0.0
H 0.0 0.0 0.0
H 0.0 0.0 0.0

Summary:
⟨S²⟩: 0.76
E_HOMO (spin up / spin down): -9.021 / -9.045 eV
multiplicity: 2
orbital gap (spin up / spin down): 0.2697 / 0.2753 Ha

Atom charges from the natural (NBO) analysis, given in e for atoms 1 to 4: 1.292 0.304 0.125 -0.373

***

Record 2
# C23H18N6O10SSe3TeV

C23H18N6O10SSe3TeV as an isolated structure at a distorted geometry (ωB97M-V with the def2-TZVPD basis set, the Open Molecules 2025 dataset).

Cartesian coordinates (Å):
Te: -3.6214 1.6324 3.3928
Se: -2.4029 3.4922 4.5767
Se: -0.6844 3.0330 2.8043
Se: -2.0240 1.8818 1.3139
V: -1.0433 0.5706 -0.1435
S: -4.0140 -0.3883 -0.2451
O: 2.7791 4.6328 -1.8578
O: -4.2284 0.5190 0.8664
O: -0.0265 1.9539 -0.8132
O: 5.5158 -0.6898 -0.4427
O: 0.0193 -0.1453 1.0566
O: 0.2825 -1.6195 -0.5347
O: 0.7491 3.9956 -2.2341
O: -5.1031 -0.4962 -1.1704
O: 1.2036 2.1786 1.6045
O: 6.1024 1.2584 -1.1839
N: 5.2484 0.4352 -0.8596
N: -2.6529 0.0989 -0.9454
N: -0.9765 -0.0092 -2.4238
N: 2.3903 2.6384 1.7320
N: 1.8933 3.7822 -1.8643
N: 0.4746 -0.4375 -0.1233
C: -3.7163 -1.9948 0.4841
C: -2.3709 -3.5391 1.7133
C: -4.7097 -2.9489 0.3513
C: 2.8911 -0.1074 -0.5216
C: 3.9289 4.4191 1.5341
C: 4.9844 3.5545 1.7866
C: 3.8931 0.8085 -0.9332
C: 3.3923 1.7940 2.0372
C: 3.5458 2.0782 -1.3699
C: -2.5641 -2.2702 1.1936
C: -2.1729 -0.4827 -2.0737
C: 1.5979 0.3162 -0.5177
C: -4.5246 -4.2030 0.9005
C: -3.3449 -4.5189 1.5662
C: 4.6968 2.2266 2.0682
C: 2.2250 2.4876 -1.4042
C: -0.3717 -0.5135 -3.4840
C: -2.2025 -1.9612 -3.9385
C: 2.6402 3.9425 1.5238
C: 1.1874 1.6174 -0.9360
C: -0.9429 -1.4837 -4.2838
C: -2.8258 -1.4791 -2.8101
C: -3.1675 -5.8759 2.1763
H: 0.6085 -0.1049 -3.6972
H: -3.7413 -5.9233 3.1022
H: 1.7747 4.5587 1.3274
H: 4.0983 5.4614 1.3249
H: -5.6144 -2.6780 -0.1701
H: 3.0908 0.7762 2.2292
H: -2.6893 -2.7181 -4.5379
H: 3.1676 -1.1011 -0.2030
H: 6.0007 3.9061 1.7550
H: -3.7922 -1.8311 -2.4891
H: -1.8093 -1.5058 1.3616
H: -3.5356 -6.6558 1.5116
H: 4.3167 2.7580 -1.7032
H: 5.4801 1.5195 2.2849
H: -0.4152 -1.8698 -5.1409
H: -5.3089 -4.9439 0.8207
H: -1.4574 -3.7613 2.2456
H: -2.1245 -6.0701 2.4104

Atomic forces in eV per Å
Te -0.6 -0.7 0.1
Se 0.6 0.0 -0.9
Se 0.6 1.1 1.8
Se -1.9 1.9 1.6
V -0.4 0.9 -0.5
S -0.8 0.5 1.4
O 0.1 0.1 0.0
O -0.2 -0.5 -0.4
O 1.2 1.7 -0.7
O 0.0 0.3 -0.1
O 0.2 -0.3 4.4
O 0.3 -2.9 -0.8
O 0.5 0.0 0.0
O 0.0 -0.3 -0.4
O 0.3 -0.3 -0.2
O -0.1 -0.3 0.1
N 1.1 -0.2 0.1
N -2.5 -0.8 -0.1
N -0.7 0.1 0.6
N -0.2 0.0 0.0
N -0.4 1.1 -0.4
N 1.6 -0.6 -1.7
C -0.1 0.2 -0.5
C -0.2 0.1 0.0
C -0.1 0.0 -0.1
C 0.1 0.3 -0.1
C 0.2 -0.2 0.1
C -0.2 0.0 0.0
C -1.6 0.2 -0.2
C 0.4 -0.3 0.3
C 0.3 0.1 -0.1
C 0.4 0.3 0.1
C -0.3 -1.2 -2.1
C 1.3 0.5 -0.5
C 0.0 0.0 0.0
C 0.0 0.1 0.0
C 0.0 0.3 -0.1
C -0.2 -1.6 0.5
C 0.2 -0.1 -0.2
C 0.1 0.0 0.1
C 0.1 0.6 -0.1
C 0.9 0.7 -0.4
C 0.0 0.0 0.0
C 0.1 0.0 0.0
C -0.1 0.0 0.0
H 0.1 -0.1 -0.1
H 0.0 -0.1 0.1
H -0.1 -0.1 -0.1
H 0.0 0.1 0.0
H -0.1 -0.1 -0.1
H -0.1 0.0 0.0
H 0.0 -0.1 0.0
H -0.1 -0.1 0.0
H 0.2 0.0 0.0
H 0.0 -0.1 -0.1
H -0.1 -0.2 -0.1
H 0.0 -0.1 0.0
H 0.0 0.0 0.0
H 0.1 -0.1 0.0
H 0.1 0.0 -0.1
H 0.0 -0.1 -0.1
H 0.1 0.0 0.0
H 0.1 -0.1 0.0

Summary:
E_HOMO (spin up / spin down): -3.915 / -3.912 eV
orbital gap (spin up / spin down): 0.2036 / 0.2034 Ha
total charge: -1

Atom charges from the natural (NBO) analysis, given in e for atoms 1 to 4: 0.154 -0.330 0.060 0.247